# 1
{"formula": "C5H12N2O", "method": "the ωB97M-V functional and the def2-TZVPD basis", "gap_ev": 10.1, "de_lowest_kj_mol": 313.0, "smiles": "C=N[C@](C)(N)O.C=C", "symbols": ["H", "H", "C", "H", "N", "H", "C", "C", "H", "H", "H", "H", "C", "C", "O", "H", "H", "H", "H", "N"], "xyz": [[-1.90405, -1.91377, -0.74447], [-0.55948, 2.50886, 3.08896], [1.64910, 0.43315, 0.15584], [-1.02281, 2.45226, 0.04785], [-1.41069, -1.04419, -0.61192], [-0.18782, -2.71242, 0.43636], [0.01293, -1.07296, -0.63869], [-0.86539, 2.07069, 2.14335], [0.07421, -0.99860, -2.83495], [-1.68667, -0.64770, 0.28079], [1.57332, -1.51011, -2.09826], [0.21280, -2.63580, -2.12632], [-0.49786, 2.65131, 0.97819], [0.48462, -1.58238, -1.99732], [0.42858, -1.97404, 0.34892], [2.28290, -0.39956, 0.49894], [-1.36686, 1.11249, 2.23478], [0.14706, 3.52577, 0.98771], [2.11204, 1.41870, 0.30507], [0.52407, 0.31831, -0.45482]]}

---

# 2
{"formula": "C4H10O2", "method": "the ωB97M-V functional and the def2-TZVPD basis", "gap_ev": 10.4, "de_lowest_kj_mol": 237.5, "smiles": "CC[C@@H](O)CO", "symbols": ["H", "O", "H", "C", "H", "H", "O", "C", "C", "H", "H", "H", "H", "C", "H", "H"], "xyz": [[-2.88471, -0.78468, 0.70927], [-2.30486, -0.85116, 1.48722], [-0.93390, -1.86972, 0.34828], [0.94722, -0.11660, -0.80972], [0.87425, 0.59748, 1.20479], [1.40360, 2.01841, -1.18360], [-0.94864, 0.87817, 0.28098], [-0.92259, -1.13908, 1.14849], [0.86757, 1.18130, -1.64995], [2.01720, -0.36103, -0.67770], [-0.57033, -1.47609, 2.11050], [1.29451, 1.04161, -2.65258], [-0.17308, 1.48569, -1.76808], [0.15663, 0.02964, 0.55025], [-1.26341, 1.12159, 1.15648], [0.52835, -0.93440, -1.40279]]}

---

# 3
{"formula": "C4H7N3", "method": "the ωB97M-V functional and the def2-TZVPD basis", "gap_ev": 10.5, "de_lowest_kj_mol": 70.2, "smiles": "[H]/N=C(\\C#N)NCC", "symbols": ["H", "H", "N", "H", "C", "H", "C", "H", "N", "H", "H", "C", "N", "C"], "xyz": [[2.52876, -1.59342, -0.03367], [-0.87693, -0.96263, 1.02894], [1.57624, -1.25708, 0.02549], [-3.03571, -0.45930, -0.11033], [1.47494, 0.01577, 0.03695], [-2.24911, 0.75827, -1.12612], [2.76307, 0.70672, 0.04632], [-0.73511, -1.18825, -0.71157], [3.85959, 1.08109, 0.06720], [-0.01294, 1.50372, 0.22547], [-2.38886, 1.01327, 0.63434], [-2.21967, 0.26759, -0.14853], [0.20826, 0.54469, 0.00126], [-0.89253, -0.43042, 0.06424]]}

---

# 4
{"formula": "C32H33IrN8O4S3", "method": "the ωB97M-V functional and the def2-TZVPD basis", "charge": 3, "gap_ev": [6.4, 5.7], "multiplicity": 6, "de_lowest_kj_mol": 0.0, "symbols": ["C", "H", "C", "H", "C", "C", "O", "H", "N", "H", "C", "C", "H", "H", "H", "C", "H", "C", "C", "C", "O", "C", "C", "H", "H", "C", "H", "C", "C", "C", "C", "C", "H", "H", "H", "N", "H", "Ir", "N", "C", "C", "H", "H", "H", "H", "C", "H", "H", "N", "N", "S", "H", "S", "H", "H", "H", "C", "H", "C", "H", "H", "N", "H", "C", "O", "O", "H", "C", "H", "C", "C", "C", "H", "C", "H", "C", "N", "S", "C", "N", "C"], "xyz": [[-1.56179, -4.16401, -1.20490], [1.77412, 0.18453, 3.05372], [3.33313, -0.63700, 0.30050], [1.27592, -8.22696, -2.19128], [3.10265, -7.26345, -1.52056], [-0.74697, 2.87766, -0.01280], [-2.72551, 8.80652, -2.09625], [-2.91461, -1.61227, 3.37170], [0.33426, 2.10692, -0.25689], [-0.81052, -6.34329, -0.00382], [4.58406, -1.24327, -1.63002], [5.71900, -1.05457, 0.50452], [2.10124, 9.17086, -1.49145], [3.74863, -7.89902, -2.12468], [1.15885, -7.34340, 1.17254], [4.49244, -0.71152, 1.07213], [-0.84807, -7.71245, -1.11848], [1.45288, 2.70303, -0.71526], [-0.19377, -7.08761, -0.50414], [-0.74300, 4.23510, -0.21066], [-3.33499, 7.87305, 0.11518], [0.41336, 4.85781, -0.67974], [-4.00935, -3.89296, 0.70130], [-3.28011, -2.94373, -1.65707], [-5.38150, -5.33466, -0.01808], [-4.05000, -3.26696, 3.00792], [6.61846, -1.10952, 1.10259], [2.50597, -0.09846, 2.31078], [0.38856, 6.33168, -0.89080], [-4.58906, -4.70287, -0.40881], [1.50177, 7.12248, -1.11443], [1.71157, -7.23001, -2.13571], [4.63995, -1.45830, -2.68823], [-1.63694, 2.37412, 0.33996], [2.50580, 6.72595, -1.15989], [0.06544, 9.01435, -1.23336], [-3.86050, -5.34793, -0.89181], [0.30728, 0.05275, 0.11890], [-3.19733, -2.28529, 2.66398], [1.28439, 8.48885, -1.29144], [1.52770, 4.05997, -0.93106], [2.30416, 2.06322, -0.91450], [-5.39553, -2.75838, 4.54756], [1.08509, -8.74034, 0.09015], [6.68442, -1.58795, -1.31515], [-4.49382, -3.36636, 4.41646], [2.45091, 4.47486, -1.30998], [-2.06086, -0.83890, -1.66297], [2.20297, -0.28434, 1.04746], [-3.05715, -2.93081, 0.44671], [4.13179, -0.31434, 2.72031], [-0.25055, -8.41618, 1.18001], [-2.02371, -0.46415, 1.28202], [3.09260, -7.65586, -0.50479], [1.76598, -6.83270, -3.14847], [-5.02783, -4.04989, -1.16712], [-2.41660, -2.93503, -0.99725], [-3.73638, -3.00069, 5.10894], [0.82524, -5.07865, -1.55994], [-5.22930, -4.83817, 2.17216], [-4.75349, -4.39297, 4.66595], [0.74509, -6.39457, -1.38991], [1.40631, -2.76252, -0.46330], [3.37256, -0.90060, -1.06980], [1.70480, -4.50298, -2.19776], [-2.44092, 10.17047, -0.03018], [2.47656, -0.84150, -1.68064], [-2.73144, -2.00854, 1.40617], [-1.62858, 4.82324, -0.01098], [-1.61426, -1.72880, -1.24744], [-0.22992, -4.09964, -1.07144], [-4.49285, -4.07238, 1.97938], [-2.03530, -5.06183, -1.57239], [0.36758, -2.81416, -0.76124], [3.53257, -6.26384, -1.50872], [-0.89196, 8.16032, -0.97386], [-0.83357, 6.86402, -0.83829], [-2.61688, 8.88049, -0.59439], [0.49934, -7.94383, 0.54548], [-0.30312, -1.69421, -0.91781], [5.74708, -1.31913, -0.84804]]}

---

# 5
{"formula": "CH2NO3S2", "method": "the ωB97M-V functional and the def2-TZVPD basis", "charge": -1, "gap_ev": [4.6, 4.6], "de_lowest_kj_mol": 255.5, "symbols": ["S", "O", "H", "O", "O", "H", "N", "S", "C"], "xyz": [[-3.11004, -0.71027, -1.90045], [0.73649, 0.09246, -1.35204], [0.92975, 1.84112, -0.01752], [-3.85747, 0.10445, -0.89303], [-0.51414, -1.62418, -0.74431], [-1.20667, -1.74041, -0.04239], [-0.33568, 0.11415, 0.71452], [0.16326, 1.69592, 1.05463], [0.01475, -0.37144, -0.49245]]}

---

# 6
{"formula": "C2H7OS", "method": "the ωB97M-V functional and the def2-TZVPD basis", "gap_ev": [10.9, 7.2], "multiplicity": 2, "de_lowest_kj_mol": 50.4, "symbols": ["H", "C", "C", "H", "H", "S", "O", "H", "H", "H", "H"], "xyz": [[0.94514, 0.06490, 0.80842], [0.38680, -0.86313, 0.68891], [-0.52981, -0.70901, -0.55170], [0.40199, 0.69055, -1.53601], [1.03339, -1.72884, 0.56173], [-0.52506, 2.74020, 0.38440], [0.11672, -0.21735, -1.70614], [0.69881, 2.95396, 0.90243], [-0.25980, -1.06798, 1.54118], [-1.42288, -0.14361, -0.26911], [-0.84529, -1.71968, -0.82410]]}